Here is a 2-piece molecular cluster, CH2N2O3S overall from the OMol25 dataset. Energies are from ωB97M-V with the def2-TZVPD basis set.

XYZ file:
```
9
Properties=species:S:1:pos:R:3:forces:R:3
C -0.39508 -1.02498 -0.78400 -0.820 -2.558 -1.529
N -0.23034 0.04813 -0.06669 1.148 3.725 0.969
N 2.81213 -0.36890 -0.27942 -3.893 -3.196 0.170
O -0.81581 -1.19900 -1.91020 0.272 0.450 -0.162
O 3.45934 -1.29355 -0.00229 2.388 -0.637 0.438
O 2.77382 0.74934 -0.50706 2.665 3.403 -0.445
S 0.34525 1.44062 -0.72143 -2.292 0.030 1.430
H -0.17483 -1.82409 -0.10202 0.093 -1.514 0.204
H 0.08039 2.03462 0.49669 0.439 0.297 -1.075
```
Forces are in eV/Å.

ΔE to the lowest compared entry with this formula, charge and spin = 130.71 kcal per mole